Record 1
Computed, not measured: a molecular structure, C23H40ClF15N2O15S5Y in a non-equilibrium geometry, with wB97M-V/def2-TZVPD.

```
102
Properties=species:S:1:pos:R:3
Y 2.11076 1.14263 0.21416
Cl 2.57371 -0.16349 -1.86354
C -5.39559 1.37680 -1.80592
C -5.03709 2.19287 -0.57756
C -3.65004 1.98198 0.02312
N -3.28914 2.83578 1.17228
C -1.92640 2.37400 1.69654
C -2.00811 1.00195 2.47200
C -3.05324 1.05432 3.52796
C -4.42447 1.48863 3.04449
C -4.39573 2.76850 2.25815
C -3.20486 4.30286 0.71746
H -4.61629 1.57293 -2.55351
H -6.39820 1.56573 -2.21932
H -5.40734 0.32879 -1.59270
H -5.88089 1.99287 0.11101
H -5.16093 3.29407 -0.81767
H -2.88268 2.11217 -0.71522
H -3.59001 0.93113 0.37626
H -1.26291 2.27799 0.85422
H -1.55529 3.07278 2.41530
H -2.22436 0.14002 1.74734
H -1.02423 0.70252 2.93952
H -3.13031 0.03372 3.96829
H -2.72869 1.67054 4.38648
H -5.07577 0.76799 2.60081
H -5.02146 1.88749 3.91148
H -5.37860 2.93755 1.77255
H -4.15539 3.60834 2.92592
H -2.56282 4.28935 -0.15372
H -2.67635 4.75986 1.53481
H -4.27225 4.56424 0.57127
C -1.74597 -1.74284 -3.35569
C -0.41605 -2.58278 -3.38781
C -0.33506 -3.56861 -2.23247
N 0.95032 -4.38019 -2.29624
C 0.90530 -5.39018 -1.22066
C 2.08224 -6.30669 -1.09051
C 3.35499 -5.41356 -0.92805
C 3.54869 -4.32071 -1.94716
C 2.19615 -3.52625 -2.07958
C 1.02873 -4.94942 -3.59794
H -1.80150 -1.05247 -2.53397
H -2.59720 -2.37932 -3.25830
H -1.72809 -1.22222 -4.33283
H 0.47336 -1.93873 -3.33437
H -0.47283 -3.16813 -4.31163
H -1.20083 -4.25449 -2.25065
H -0.42416 -3.09554 -1.25314
H 0.99378 -4.85059 -0.23677
H -0.04409 -5.86111 -1.21963
H 1.91910 -6.77254 -0.13668
H 2.12038 -7.15955 -1.75149
H 3.26990 -4.93153 0.08298
H 4.22466 -6.03887 -0.97474
H 4.20537 -3.58190 -1.55787
H 3.92129 -4.68617 -2.91628
H 2.01446 -3.04887 -1.12743
H 2.16761 -2.73975 -2.80230
H 1.05251 -4.13265 -4.36402
H 0.18350 -5.57871 -3.85605
H 1.91905 -5.55881 -3.61779
C 4.97870 -1.82233 1.96403
F 4.70066 -2.22472 0.70136
F 4.03265 -2.34883 2.71736
F 6.15045 -2.40903 2.21553
S 5.01252 0.02700 2.04390
O 6.22939 0.23872 1.34171
O 3.78353 0.23030 1.19901
O 4.83877 0.35956 3.45867
C 0.91904 3.76322 3.82620
F 1.72346 4.63863 4.48742
F -0.04380 3.43580 4.62916
F 0.46237 4.34204 2.68689
S 1.94186 2.32662 3.42594
O 3.23083 2.96507 3.38933
O 1.73493 1.46133 4.55636
O 1.29527 1.89757 2.13637
C -0.18311 -2.29914 3.14746
F 0.82920 -2.86815 3.73819
F -1.22684 -3.10351 3.29770
F -0.46495 -1.19988 3.87975
S 0.20547 -1.88515 1.33346
O -1.04331 -1.56950 0.69077
O 1.22297 -0.83796 1.43972
O 0.75131 -3.17995 1.09435
C 2.56175 5.46635 -0.87824
F 2.40008 5.70263 -2.15940
F 2.88834 6.64377 -0.31473
F 1.37534 5.08876 -0.36008
S 3.94578 4.22599 -0.54944
O 3.11903 3.04686 -0.17554
O 4.47037 4.09739 -1.88333
O 4.65437 4.90757 0.56949
C 0.24508 2.66382 -3.54959
F 0.63951 1.44070 -3.96702
F 1.48687 3.19780 -3.34373
F -0.36614 3.34107 -4.56244
S -0.74960 2.46148 -2.02989
O -1.47515 3.68376 -1.80867
O -1.59204 1.35920 -2.37870
O 0.25437 2.10142 -1.06250
```

For the total energy, the calculation gives -6126.297665 Eh. For the HOMO-LUMO gap, the calculation gives 0.3267 Ha. The charge is -1. As for the HOMO energy: -7.33 eV. As for the multiplicity: 1.

---

Record 2
Computed, not measured: 3 unconnected molecules or ions with the total composition C23H40ClFO10, with wB97M-V/def2-TZVPD.

```
75
Properties=species:S:1:pos:R:3
C 2.73600 4.54812 1.59562
C 2.28037 5.19388 0.30460
O 2.30700 6.36936 0.12171
O 1.75430 4.36284 -0.64039
C 2.51168 3.18344 -0.99534
C 1.79621 1.89044 -0.59763
C 2.59061 0.96687 0.32776
C 1.89337 -0.36779 0.58059
C 0.58509 -0.26326 1.38101
C -0.65974 -0.24795 0.49676
C -2.00194 -0.09908 1.19420
Cl -2.11993 -1.33704 2.52958
C -3.18515 -0.32619 0.27811
C -4.32237 0.35089 0.99796
O -5.48968 0.16594 0.89939
O -3.80562 1.28113 1.84679
C -2.37072 1.25727 1.85712
C -1.75955 2.54551 1.29131
C -2.38962 3.23607 0.07341
C -3.30014 4.38284 0.44138
F -3.11938 2.32046 -0.70427
H 2.29248 5.11096 2.41588
H 2.43212 3.50774 1.66996
H 3.82148 4.61924 1.68167
H 3.51288 3.24012 -0.55775
H 2.61482 3.25122 -2.07752
H 0.86689 2.19257 -0.10751
H 1.50875 1.33112 -1.49299
H 3.57691 0.78154 -0.10992
H 2.74060 1.45897 1.29464
H 2.57770 -1.02568 1.12115
H 1.69447 -0.85309 -0.38307
H 0.52037 -1.12216 2.05008
H 0.61235 0.62576 2.02558
H -0.58721 0.54633 -0.25609
H -0.69626 -1.18567 -0.06746
H -2.98202 0.22151 -0.64562
H -3.36037 -1.36870 0.02615
H -2.06514 1.22159 2.90118
H -0.70851 2.34545 1.07641
H -1.77800 3.26528 2.11251
H -1.58755 3.59346 -0.57747
H -4.11526 4.03959 1.08093
H -3.70476 4.85400 -0.45427
H -2.71893 5.13204 0.98405
C 4.51983 -5.42862 2.38469
C 3.23419 -5.40813 1.58884
O 2.08030 -5.58603 2.43121
C 1.69401 -4.50632 3.10764
O 2.18729 -3.40739 3.03284
O 0.63464 -4.83257 3.84604
C 0.13006 -3.76535 4.65624
H 4.59305 -6.34867 2.96510
H 5.37228 -5.37899 1.70645
H 4.57086 -4.57960 3.06455
H 3.18910 -6.24614 0.89622
H 3.12536 -4.48173 1.02541
H -0.03105 -2.87937 4.04850
H 0.82760 -3.53654 5.46065
H -0.81179 -4.11740 5.06532
C -3.19930 0.36283 -3.72054
C -3.09287 -1.14119 -3.81619
O -2.48725 -1.55715 -5.05475
C -1.16135 -1.44969 -5.09877
O -0.44340 -1.09954 -4.19448
O -0.75067 -1.83438 -6.30672
C 0.66537 -1.77035 -6.50192
H -3.75537 0.77201 -4.56423
H -3.71876 0.64073 -2.80260
H -2.21113 0.82198 -3.70488
H -4.07669 -1.60574 -3.82187
H -2.51739 -1.55515 -2.98790
H 1.18572 -2.33558 -5.73153
H 1.00389 -0.73559 -6.48430
H 0.84491 -2.20736 -7.47917
```

For the total energy, the calculation gives -2212.901755 Eh. As for the structure (SMILES): CC(=O)OCCCCCC[C@]1(Cl)CC(=O)O[C@@H]1C[C@H](C)F.CCOC(=O)OC.CCOC(=O)OC. For the HOMO-LUMO gap, the calculation gives 0.3968 Ha. The charge is 0. As for the HOMO energy: -10.29 eV. As for the multiplicity: 1.

---

Record 3
Computed, not measured: a molecular structure, C23H40ClMnN5S in a non-equilibrium geometry, with wB97M-V/def2-TZVPD.

```
71
Properties=species:S:1:pos:R:3
Mn -0.06613 0.07831 -0.29280
Cl -0.89651 -1.99468 -0.91947
C 0.40852 1.72670 -4.02444
C -0.14037 0.87993 -2.02899
N 0.80350 0.90161 -3.00189
H -1.45944 2.82529 -4.27538
N -1.16499 1.61785 -2.51418
H 0.99626 1.90786 -4.90210
C 2.15275 0.24345 -2.97047
C 2.68983 0.19418 -4.39213
C 3.12383 1.05262 -2.10595
H 2.92090 1.20118 -4.76572
H 3.62704 -0.38038 -4.38792
H 1.98248 -0.31130 -5.06467
H 2.99447 -1.67883 -2.52521
H 1.28271 -1.74149 -3.02486
H 2.69838 1.34890 -1.13572
C 2.01998 -1.17533 -2.44420
H 3.41940 1.96945 -2.63213
H 4.03221 0.45684 -1.92125
H 1.72204 -1.23715 -1.38545
C -0.81458 2.18369 -3.71291
C -2.24016 3.14352 -0.88919
H -1.94729 4.03138 -1.46387
H -3.18023 3.36191 -0.36202
C -2.44056 1.94247 -1.80895
H -3.87660 0.99623 -0.54078
C -3.47131 2.29905 -2.85706
H -3.59579 1.49432 -3.58804
H -1.46468 2.96507 -0.13255
H -2.21928 0.44735 -0.20606
H -3.23768 3.23154 -3.38080
H -4.44191 2.44437 -2.37146
C -2.91833 0.74015 -1.01880
H -3.06858 -0.12787 -1.67314
C 0.70085 -2.47338 3.49279
N 1.09407 -1.76151 2.38288
H -1.18601 -2.36996 4.60798
N -0.89336 -1.12066 2.86601
H 1.31735 -3.18880 4.00060
C 2.38763 -2.00055 1.71122
C 3.41058 -2.44260 2.73992
C 2.20068 -3.10019 0.67570
H 3.18088 -3.42229 3.16951
H 4.38208 -2.52440 2.24080
H 3.51597 -1.70035 3.53752
H 3.80861 -0.88246 0.57745
H 3.00756 0.05509 1.87691
H 1.34460 -2.89657 0.02232
C 2.85750 -0.70262 1.09678
H 2.02845 -4.06271 1.17137
H 3.10670 -3.18345 0.06298
H 2.13918 -0.28106 0.36803
C -0.54130 -2.06961 3.79990
C -3.10901 -1.25473 1.84126
H -3.39019 -2.21838 2.28314
H -4.02654 -0.68282 1.64840
C -2.23430 -0.48538 2.82507
H -3.06668 1.41743 2.29361
C -2.85953 -0.54604 4.20661
H -2.22145 -0.05705 4.95246
H -2.59215 -1.45400 0.89285
H -1.48298 1.13491 1.52394
H -3.07771 -1.57577 4.50687
H -3.81148 -0.00342 4.16570
C -2.07253 0.97339 2.44125
H -1.54562 1.51808 3.23549
C 0.08782 -0.97520 1.95011
S 0.83464 2.16545 0.31565
C 1.08655 2.33521 1.95683
N 1.26331 2.47267 3.11542
```

For the total energy, the calculation gives -3183.486207 Eh. For the HOMO-LUMO gap (spin up / spin down), the calculation gives 0.0492 / 0.1581 Ha. The expectation value of S² is 3.82. The charge is -2. As for the HOMO energy (spin up / spin down): 3.17 / 0.26 eV. As for the multiplicity: 4.

---

Record 4
Computed, not measured: a molecular structure, C23H40N3O2PReSi in a non-equilibrium geometry, with wB97M-V/def2-TZVPD.

```
71
Properties=species:S:1:pos:R:3
Re -0.94295 -0.68769 -1.64464
Si -2.61976 -1.14638 -0.02027
P -1.78539 -2.02492 -3.15415
N -1.54616 0.87093 -2.17689
H -0.23627 -1.52701 -0.49448
C -0.73910 -2.19300 -4.64293
H -1.20017 -2.93959 -5.29946
H 0.28276 -2.49774 -4.35648
H -0.69011 -1.21175 -5.14403
C -2.19192 -3.72969 -2.73160
H -2.67336 -4.14719 -3.62792
H -2.87659 -3.76141 -1.87852
H -1.27936 -4.29083 -2.49716
C -3.34362 -1.36002 -3.84223
H -3.74157 -2.10519 -4.53341
H -3.14441 -0.41674 -4.36974
H -4.06490 -1.16881 -3.03043
C -2.38174 -2.71372 1.02375
H -1.43460 -2.68027 1.58265
H -2.42401 -3.60767 0.39511
H -3.23719 -2.67912 1.71882
H -2.68166 -0.03493 0.96760
H -3.93730 -1.29490 -0.68081
C -2.10981 2.04981 -2.57625
C -2.05499 4.09784 -3.85240
C -1.41481 2.93787 -3.44126
C -3.42189 2.34847 -2.12607
C -4.03548 3.50639 -2.56833
C -3.36054 4.37985 -3.42817
H -1.53666 4.78823 -4.51006
H -0.41063 2.67335 -3.75913
H -3.89496 1.64543 -1.44563
H -5.04133 3.72659 -2.23453
H -3.85530 5.29427 -3.77184
C 1.61381 -2.13215 -1.27334
O 1.20404 -1.35416 -2.27850
C 2.82321 -1.67669 -0.45908
H 2.72344 -1.89040 0.59325
H 2.97641 -0.57305 -0.58860
H 3.66937 -2.18006 -0.92635
C 1.39687 -3.62934 -1.38270
H 1.49158 -3.93177 -2.44253
H 0.37925 -3.87573 -1.04122
H 2.10434 -4.18581 -0.76676
C 2.20452 -0.33043 6.34632
C 3.18723 0.15167 5.31080
N 2.59031 0.96004 4.23063
C 2.20530 2.31296 4.62446
C 3.43686 3.16737 4.89843
C 1.89569 0.29968 3.26353
O 1.64422 -0.97440 3.32331
C 1.50955 1.03113 2.03750
C 2.24266 2.10795 1.51635
C 2.06040 2.48646 0.17671
C 1.18551 1.71616 -0.59826
N 0.47539 0.74000 -0.05139
C 0.58407 0.39865 1.23755
H 1.70719 0.48855 6.88516
H 2.74108 -0.95071 7.07660
H 1.44294 -0.95883 5.85532
H 3.95967 0.78725 5.73684
H 3.64897 -0.72508 4.82759
H 1.61330 2.78818 3.84620
H 1.57441 2.24851 5.54419
H 4.12331 3.12184 4.04551
H 3.12889 4.22064 5.03664
H 3.98360 2.85000 5.81091
H 2.94534 2.62110 2.15995
H 2.55806 3.32979 -0.30946
H 1.03503 1.87873 -1.65842
H -0.04006 -0.43854 1.54368
```

For the total energy, the calculation gives -1924.111240 Eh. For the HOMO-LUMO gap (spin up / spin down), the calculation gives 0.1781 / 0.2375 Ha. The expectation value of S² is 3.77. The charge is 0. As for the HOMO energy (spin up / spin down): -4.71 / -7.54 eV. As for the multiplicity: 4.

---

Record 5
Computed, not measured: a molecular structure, C23H40N4O2S2SiTi, with wB97M-V/def2-TZVPD.

```
73
Properties=species:S:1:pos:R:3
Ti -0.63378 -0.64325 1.17371
C 3.96022 5.44675 -1.23031
Si 2.61568 4.23367 -1.77664
C 1.15492 5.29318 -2.28765
C 3.33070 3.29563 -3.23257
C 2.24047 3.13684 -0.29896
C 2.94190 3.28797 0.88168
C 2.68087 2.46423 1.97573
C 1.69073 1.52054 1.83279
N 0.96120 1.35360 0.72204
C 1.23712 2.12334 -0.35453
S 0.36193 1.87513 -1.83052
H 4.19651 6.11672 -2.06159
H 4.88442 4.93832 -0.94500
H 3.64025 6.06680 -0.38913
H 1.45437 5.98517 -3.08034
H 0.79975 5.88554 -1.44040
H 0.33108 4.67767 -2.64496
H 3.64803 3.99169 -4.01439
H 2.59907 2.60283 -3.64451
H 4.20593 2.72193 -2.91708
H 3.71285 4.04691 0.96133
H 3.23339 2.54477 2.90184
H 1.46286 0.85122 2.65399
O -0.03920 -1.00685 -0.84610
C 1.26965 -1.59070 -1.01377
C 1.64766 -2.28949 0.24344
C 2.27770 -3.49681 0.27281
C 2.66916 -4.07734 1.50552
C 2.35364 -3.33907 2.67248
C 1.69139 -2.14926 2.57999
N 1.31086 -1.57172 1.38339
H -0.03482 -0.10483 -1.28459
H 1.96026 -0.76860 -1.23372
H 1.25130 -2.27795 -1.86221
H 2.47905 -3.99882 -0.66768
H 3.17449 -5.03104 1.55047
H 2.61986 -3.71156 3.65493
H 1.42388 -1.60007 3.47756
N -2.05495 2.52598 3.53932
C -1.70763 1.67182 2.56026
O -1.03204 0.66557 2.84345
C -2.13452 1.96628 1.15534
C -2.21747 0.67600 0.34435
H -1.71313 2.36932 4.47151
H -2.57944 3.35401 3.32899
H -1.34207 2.60101 0.73768
H -3.04566 2.58231 1.18556
H -2.11320 0.92319 -0.71299
H -3.19245 0.20271 0.49440
C -2.89780 -2.37626 -5.21114
S -2.70551 -2.93723 -3.50943
C -2.56766 -1.32798 -2.70981
H -3.79396 -1.76508 -5.32351
H -2.99025 -3.25585 -5.84669
H -2.02794 -1.80155 -5.53023
H -1.72299 -0.76508 -3.10480
H -2.38584 -1.49619 -1.65046
H -3.48776 -0.75679 -2.83385
C -1.50831 -4.18589 2.59156
C -2.29450 -3.21372 1.70491
C -2.50135 -3.84128 0.32216
C -3.65467 -2.90813 2.34028
N -1.54664 -1.99826 1.56429
H -2.04486 -5.13308 2.70865
H -1.35109 -3.74627 3.57867
H -0.52808 -4.38197 2.15308
H -3.03981 -4.79112 0.39268
H -1.53502 -4.01708 -0.15436
H -3.07838 -3.16596 -0.31181
H -4.24952 -3.81902 2.45890
H -4.20856 -2.20593 1.71403
H -3.51233 -2.45157 3.32193
```

For the total energy, the calculation gives -3205.393196 Eh. For the HOMO-LUMO gap (spin up / spin down), the calculation gives 0.1441 / 0.2543 Ha. The expectation value of S² is 0.77. The charge is -1. As for the HOMO energy (spin up / spin down): -1.57 / -4.58 eV. As for the multiplicity: 2.

---

Record 6
Computed, not measured: a molecular structure, C23H41AlN2OP3 in a non-equilibrium geometry, with wB97M-V/def2-TZVPD.

```
71
Properties=species:S:1:pos:R:3
Al 0.27783 0.54006 0.85342
P 2.15649 1.29911 1.94099
P -1.13890 2.08715 -0.12887
P 1.79634 -0.55499 -0.84157
H -2.12960 -1.46613 0.78064
C -1.52006 -2.14106 0.17467
C -0.74478 -3.10512 0.70220
H -0.70438 -3.23396 1.79144
C 1.88626 1.82908 3.65003
C 2.96804 2.76649 1.25056
C 3.50585 0.10049 2.18975
C -2.65226 1.47371 -0.97238
C -1.81748 3.42202 0.91509
C -0.11011 2.99278 -1.32936
C 2.63793 -2.12370 -0.38488
C 3.12476 0.56317 -1.44896
C 1.13451 -1.08661 -2.44618
H -1.39952 -1.78474 -0.84986
H -0.06221 -3.73462 0.13552
H 1.73285 0.97263 4.31924
H 1.01760 2.49313 3.71655
H 2.78117 2.39405 3.95330
H 2.24115 3.58011 1.12229
H 3.45726 2.54531 0.29548
H 3.72013 3.07782 1.98734
H 3.13547 -0.78001 2.73334
H 4.26983 0.59594 2.80553
H 3.96051 -0.20949 1.24197
H -2.85455 2.06842 -1.86937
H -3.49721 1.52594 -0.28246
H -2.52966 0.41232 -1.18766
H -1.90636 4.33116 0.29575
H -1.16045 3.61403 1.77641
H -2.80686 3.12224 1.29706
H -0.63455 3.91945 -1.60371
H 0.08283 2.37782 -2.21866
H 0.86111 3.24168 -0.87599
H 3.32105 -2.40193 -1.19871
H 1.88454 -2.91185 -0.26484
H 3.20265 -2.03131 0.54670
H 3.49187 0.17452 -2.40883
H 3.96713 0.62900 -0.75075
H 2.72065 1.57067 -1.62093
H 1.94674 -1.33518 -3.14282
H 0.52116 -0.29320 -2.88508
H 0.50657 -1.96759 -2.28503
C -2.02097 -1.48732 -4.07484
C -3.17854 -1.14102 -4.82182
C -3.55385 -1.98109 -5.87686
C -2.80835 -3.11116 -6.21496
C -1.63228 -3.37445 -5.51860
C -1.22572 -2.56476 -4.47428
O -1.67518 -0.93670 -2.85593
H -1.84430 0.02623 -2.72307
H -3.79131 -0.26682 -4.56832
H -4.44354 -1.76596 -6.46525
H -3.12557 -3.76785 -7.02491
H -1.01742 -4.22954 -5.77784
H -0.33524 -2.79577 -3.89688
N -1.06601 0.13411 8.00841
C -1.00374 0.00660 6.84462
C -0.93778 -0.10434 5.42272
C -0.11471 -1.04469 4.78386
C 0.03010 -1.02556 3.39527
N -0.58599 -0.07322 2.61933
C -1.48679 0.74107 3.24116
C -1.63490 0.77638 4.60783
H 0.50377 -1.73889 5.35899
H 0.65554 -1.76986 2.88000
H -2.09843 1.38085 2.59857
H -2.25014 1.55494 5.05443
```

For the total energy, the calculation gives -2351.281994 Eh. For the HOMO-LUMO gap, the calculation gives 0.1873 Ha. The charge is +3. As for the HOMO energy: -14.97 eV. As for the multiplicity: 1.